[1]
A molecular structure, C43H35ClCrIN6O3SSb. Source: the OMol25 dataset; level of theory: wB97M-V/def2-TZVPD.

Geometry as XYZ:
```
92
Properties=species:S:1:pos:R:3:lowdin_spin:R:1
Cr 0.16613 0.07045 0.08147 0.980
C 0.29023 -3.49560 0.18939 0.000
C -0.65961 -2.92340 -0.83385 0.000
C -1.37396 -3.87363 -1.56533 0.000
C -2.26298 -3.50035 -2.54444 0.000
C -2.44376 -2.14637 -2.76932 0.000
C -1.72797 -1.23855 -2.01284 0.001
N -0.83378 -1.59661 -1.05970 0.000
Sb -2.27813 0.79682 -2.39943 0.001
C -2.44335 1.57280 -0.42231 0.003
C -3.52646 2.42081 -0.30281 0.000
C -3.89244 2.87015 0.95560 0.002
C -3.16662 2.41237 2.02449 -0.001
C -2.05492 1.58887 1.84315 0.001
C -1.34949 1.18943 3.10213 0.000
N -1.67276 1.17417 0.61407 -0.006
C -0.30943 1.53841 -2.79432 0.000
C -0.26098 2.23425 -3.99085 0.000
C 0.93205 2.80330 -4.39565 0.000
C 2.02259 2.62814 -3.57923 0.000
C 1.92803 1.91283 -2.38498 0.000
C 3.19502 1.77523 -1.60241 0.000
N 0.75451 1.36744 -1.97010 -0.001
H 0.83622 -4.32924 -0.25581 0.000
H -0.28866 -3.89830 1.02172 0.000
H 0.99363 -2.78510 0.59089 0.000
H -1.21298 -4.91978 -1.33858 0.000
H -2.80226 -4.24317 -3.11954 0.000
H -3.13913 -1.79096 -3.51802 0.000
H -4.08254 2.71630 -1.18181 0.000
H -4.73795 3.53279 1.09465 0.000
H -3.43612 2.69257 3.03449 0.000
H -1.21000 2.07014 3.72804 0.000
H -0.39165 0.72971 2.91214 0.000
H -1.97200 0.48790 3.66248 0.000
H -1.15511 2.32442 -4.59283 0.000
H 1.00621 3.35468 -5.32411 0.000
H 2.98196 3.04077 -3.85571 0.000
H 4.00162 2.28769 -2.12122 0.000
H 3.48465 0.73231 -1.49321 0.000
H 3.09569 2.22353 -0.61811 0.000
Cl -3.83093 -4.04612 5.18195 -0.001
C -2.84492 -3.16503 4.06259 -0.005
C -1.49657 -3.15284 4.23926 0.001
C -0.68743 -2.44363 3.34365 -0.005
I 1.38670 -2.51271 3.61860 0.000
C -1.17620 -1.72264 2.25588 0.007
O -0.30493 -1.06412 1.50000 0.025
C -2.60578 -1.77531 2.05267 0.000
N -3.14355 -1.13381 0.98494 0.001
C -4.43657 -1.16862 0.80215 -0.001
C -5.33267 -1.84021 1.65293 0.001
C -4.82482 -2.49820 2.72947 -0.001
C -3.42993 -2.48924 2.96821 0.001
H -1.05242 -3.69039 5.06650 0.000
H -4.81397 -0.63990 -0.06993 0.000
H -6.39522 -1.83274 1.44709 0.000
H -5.46929 -3.03585 3.41054 0.000
C 1.33552 3.66944 7.52394 0.000
C 1.37137 3.42652 6.03776 0.000
C 1.57205 2.14763 5.52319 0.000
C 1.59733 1.92364 4.15457 0.000
C 1.41642 2.98707 3.28746 0.000
C 1.22902 4.27502 3.77599 0.000
C 1.20529 4.48321 5.14272 0.000
S 1.39246 2.79421 1.52618 -0.001
O 0.12658 3.26963 1.04863 0.001
O 2.56147 3.47397 1.03184 -0.003
N 1.48539 1.17297 1.15796 -0.012
C 2.75931 0.55828 1.28531 -0.003
C 3.83807 0.99261 2.02765 0.006
C 5.06941 0.30718 2.00412 -0.002
C 5.26372 -0.78599 1.21480 0.005
C 4.21079 -1.22401 0.38611 -0.001
C 4.37171 -2.22159 -0.59758 0.010
C 3.36558 -2.45438 -1.49312 -0.001
C 2.16239 -1.75626 -1.36056 0.009
N 1.93549 -0.89097 -0.39452 -0.009
C 2.96016 -0.57619 0.45522 -0.001
H 1.50815 2.74711 8.07649 0.000
H 0.36688 4.07352 7.82629 0.000
H 2.09636 4.39576 7.81612 0.000
H 1.70861 1.30733 6.19615 0.000
H 1.73663 0.92156 3.77909 0.000
H 1.10088 5.10039 3.08409 0.000
H 1.05308 5.48709 5.52559 0.000
H 3.76365 1.89154 2.61813 0.000
H 5.88169 0.68173 2.61524 0.000
H 6.22132 -1.29209 1.17028 0.000
H 5.30953 -2.76242 -0.65632 0.000
H 3.47713 -3.17198 -2.29394 0.000
H 1.35978 -1.92840 -2.06524 0.000
```

- total charge = +1
- gap between HOMO and LUMO (spin up / spin down) (eV) = 6.34 / 7.01
- spin multiplicity = 2

[2]
A molecular structure, C43H35NO2PPtSSb. Source: the OMol25 dataset; level of theory: wB97M-V/def2-TZVPD.

Geometry as XYZ:
```
85
Properties=species:S:1:pos:R:3:lowdin_spin:R:1
Pt 0.57066 0.37605 -0.32088 1.021
O -1.03255 -2.42998 1.72612 0.038
C -0.55730 -2.21394 0.62815 0.015
O -0.86282 -1.15125 -0.09046 0.148
C 0.31760 -3.23506 -0.03517 0.008
C -0.05561 -4.56925 0.09537 -0.003
C 0.65071 -5.57610 -0.53977 0.010
C 1.76166 -5.24938 -1.30636 -0.002
C 2.15840 -3.92791 -1.42307 0.012
C 1.44820 -2.90468 -0.78846 0.012
S 2.13387 -1.28362 -0.93191 0.205
H -0.91530 -4.79797 0.71228 0.000
H 0.34001 -6.60764 -0.43634 0.001
H 2.32339 -6.02465 -1.81275 0.000
H 3.03866 -3.67203 -2.00160 0.002
N -0.50347 0.30883 2.59179 0.026
C -0.98374 1.57493 2.91245 0.001
C -1.47199 1.83940 4.20092 0.001
C -1.94985 3.08616 4.54694 0.000
C -1.96852 4.11989 3.61239 0.001
C -1.46799 3.87761 2.34925 0.001
C -0.95149 2.62738 1.99217 0.006
P -0.21571 2.46901 0.33796 0.058
C -1.59939 3.00587 -0.73760 -0.002
C -2.57782 2.04146 -0.99111 0.000
C -3.74679 2.38600 -1.65113 0.001
C -3.93940 3.69021 -2.09188 0.000
C -2.96059 4.64599 -1.86783 0.001
C -1.79938 4.30968 -1.18110 0.000
C 1.02720 3.78884 0.28448 0.020
C 1.66854 4.21676 1.44494 0.007
C 2.70184 5.14134 1.36653 0.000
C 3.10384 5.63717 0.13372 0.007
C 2.47763 5.20281 -1.02701 -0.001
C 1.45023 4.27569 -0.95221 0.007
H -0.49229 -0.34589 3.35866 0.000
H -0.91718 -0.15489 1.78824 0.002
H -1.48562 1.03162 4.92340 0.000
H -2.32987 3.25256 5.54795 0.000
H -2.35980 5.09493 3.87043 0.000
H -1.45704 4.68103 1.62081 0.000
H -2.42749 1.01835 -0.65598 0.000
H -4.50577 1.63340 -1.82687 0.000
H -4.85026 3.95941 -2.61319 0.000
H -3.10121 5.66030 -2.21999 0.000
H -1.05211 5.07107 -0.99438 0.000
H 1.35693 3.83318 2.40808 0.000
H 3.19790 5.46790 2.27157 0.000
H 3.90659 6.36151 0.07708 0.000
H 2.79989 5.57198 -1.99239 0.000
H 0.97019 3.93015 -1.86255 0.000
C 1.11905 -2.41949 -6.75772 0.004
C 0.28728 -1.32117 -6.91857 0.001
C 0.09425 -0.43147 -5.86642 0.010
C 0.74251 -0.64151 -4.65286 0.051
C 1.57279 -1.74920 -4.48999 0.007
C 1.76132 -2.63199 -5.54426 0.001
Sb 0.57624 0.75312 -3.04523 0.189
C 2.59815 1.44294 -3.20606 0.005
C 3.38247 1.75120 -2.09815 0.018
C 4.69913 2.17138 -2.25340 0.001
C 5.24590 2.28514 -3.52281 0.000
C 4.47298 1.98176 -4.63819 0.000
C 3.15971 1.56340 -4.47960 0.002
C -0.31923 2.38877 -4.09742 0.058
C 0.39610 3.54643 -4.40317 0.010
C -0.21349 4.58465 -5.09924 0.002
C -1.53604 4.47156 -5.50498 0.003
C -2.25565 3.32377 -5.20214 0.000
C -1.65377 2.29391 -4.49102 0.007
H 1.26388 -3.11298 -7.57658 0.000
H -0.21207 -1.14985 -7.86423 0.000
H -0.54847 0.42806 -6.01080 0.001
H 2.07481 -1.91667 -3.54510 0.001
H 2.41200 -3.48842 -5.41580 0.000
H 2.98002 1.66271 -1.09444 0.021
H 5.29353 2.40610 -1.37891 0.000
H 6.27417 2.60259 -3.64533 0.000
H 4.89515 2.06450 -5.63204 0.000
H 2.57049 1.32344 -5.35806 0.001
H 1.43780 3.63799 -4.11960 0.001
H 0.35145 5.47917 -5.33125 0.000
H -2.00615 5.27663 -6.05581 0.000
H -3.28878 3.23142 -5.51398 0.000
H -2.23642 1.41269 -4.24359 0.001
```

- total charge = 0
- gap between HOMO and LUMO (spin up / spin down) (eV) = 7.35 / 5.98
- spin multiplicity = 3

[3]
A molecular structure, C43H36ClN5O4PS2Tl. Source: the OMol25 dataset; level of theory: wB97M-V/def2-TZVPD.

Geometry as XYZ:
```
93
Properties=species:S:1:pos:R:3:lowdin_charge:R:1
Tl -0.54086 1.34262 -0.96756 0.848
Cl -3.22872 -0.57792 -1.11880 0.678
C -2.96781 -2.28631 -1.31899 -0.633
C -4.08483 -3.09974 -1.42099 -0.087
C -3.91677 -4.46523 -1.58141 -0.039
C -2.64107 -5.01268 -1.63444 -0.044
C -1.53401 -4.19194 -1.52275 -0.065
C -1.67751 -2.80890 -1.36935 -0.359
P -0.12181 -1.85875 -1.22668 1.118
C 0.79914 -2.67954 0.07272 -0.349
C 1.83371 -3.58256 -0.17820 -0.082
C 2.40759 -4.26806 0.88021 -0.049
C 1.97273 -4.04299 2.18010 -0.040
C 0.94927 -3.13569 2.43186 -0.042
C 0.36580 -2.45220 1.38143 -0.080
C 0.73445 -1.98913 -2.77583 -0.359
C 0.00749 -2.14437 -3.96203 -0.063
C 0.67690 -2.19893 -5.17084 -0.049
C 2.06312 -2.08973 -5.20321 -0.038
C 2.78721 -1.92088 -4.02758 -0.042
C 2.13020 -1.85771 -2.81228 -0.095
H -5.07250 -2.66135 -1.37946 0.114
H -4.78665 -5.10335 -1.66465 0.122
H -2.50843 -6.07899 -1.75724 0.120
H -0.54230 -4.62648 -1.55539 0.117
H 2.17721 -3.77140 -1.18675 0.109
H 3.19905 -4.97956 0.68673 0.120
H 2.43399 -4.57741 3.00031 0.117
H 0.60362 -2.96304 3.44298 0.113
H -0.43593 -1.74960 1.57298 0.079
H -1.07097 -2.23802 -3.93683 0.114
H 0.12096 -2.33477 -6.08874 0.118
H 2.58236 -2.14243 -6.15108 0.118
H 3.86612 -1.84523 -4.05859 0.118
H 2.70003 -1.73893 -1.89618 0.078
O -0.12986 2.60267 3.05988 -0.258
S -0.56683 1.42755 2.36726 0.596
O 0.38628 0.73874 1.51763 -0.402
N -1.79014 1.74790 1.29839 -0.107
C -2.73599 2.63390 1.53088 -0.227
C -3.03106 3.23453 2.79847 0.049
C -4.12095 4.06568 2.95273 -0.021
C -4.94529 4.36407 1.87864 0.047
C -4.67616 3.84350 0.57888 -0.140
C -5.46240 4.16877 -0.54083 0.027
C -5.13156 3.64782 -1.76391 -0.009
C -4.00897 2.81512 -1.85253 -0.110
N -3.25323 2.49026 -0.81617 0.036
C -3.58692 2.98427 0.38644 -0.181
C -1.25795 0.29250 3.50904 -0.299
C -0.72333 0.27227 4.79203 -0.039
C -1.21558 -0.65418 5.69916 -0.046
C -2.22476 -1.53031 5.32235 -0.049
C -2.75468 -1.49141 4.03740 -0.053
C -2.27168 -0.57714 3.11552 -0.074
H -2.39510 3.01708 3.64338 0.114
H -4.33581 4.48403 3.92654 0.127
H -5.80875 5.00305 2.01691 0.133
H -6.31230 4.83035 -0.42608 0.133
H -5.71331 3.86965 -2.64762 0.122
H -3.71198 2.40267 -2.81062 0.122
H 0.05149 0.97402 5.07176 0.124
H -0.81593 -0.68474 6.70366 0.119
H -2.60954 -2.24415 6.03872 0.117
H -3.54791 -2.17107 3.75595 0.116
H -2.67785 -0.53706 2.11120 0.102
O 6.11056 -1.31225 2.51753 -0.016
C 6.74220 -1.26668 1.26664 -0.235
N 6.13685 -0.30064 0.36515 0.109
C 4.92663 -0.57001 -0.16993 -0.432
O 4.33339 -1.62561 0.01751 0.068
C 4.30710 0.47142 -1.05038 -0.112
C 5.00307 1.20792 -1.99581 0.014
C 4.29113 2.04280 -2.84922 -0.024
C 2.91442 2.10091 -2.71816 -0.131
N 2.23928 1.40970 -1.79233 0.003
C 2.93201 0.62152 -0.97866 -0.116
H 5.26708 -1.76540 2.40019 0.081
H 6.71575 -2.23624 0.77245 0.131
H 7.77266 -0.96832 1.43239 0.135
H 6.45892 0.65327 0.38884 0.149
H 6.07755 1.10544 -2.09197 0.129
H 4.79012 2.61900 -3.61611 0.118
H 2.32137 2.71617 -3.38594 0.121
H 2.37469 0.05991 -0.23314 0.108
S 1.32608 6.05330 -0.53759 1.090
C -0.37201 6.19473 -0.59954 -0.364
C -0.93138 4.96529 -0.70267 -0.234
N -0.03539 3.91836 -0.73925 -0.107
C 1.19015 4.36621 -0.66230 -0.480
H -0.86389 7.15289 -0.56151 0.081
H -1.99057 4.77239 -0.76842 0.095
H 2.05946 3.72480 -0.64633 0.068
```

- total charge = +2
- gap between HOMO and LUMO (spin up / spin down) (eV) = 5.60 / 5.65

E values, unit eV, following the record order: -126655.355, -80652.756, -108977.646.